ORCA calculation (wB97M-V/def2-TZVPD) on a structure of composition C4H9N2O at a distorted geometry.

Atoms and positions in Å:
1 C -1.170 -0.557 0.165
2 C -1.485 -1.788 -0.021
3 C 0.297 1.475 0.498
4 C 1.427 -0.603 -0.426
5 N -0.830 1.520 -0.436
6 N 0.538 0.013 0.569
7 O -1.762 0.580 0.165
8 H -2.250 -1.800 -0.786
9 H -0.854 -2.609 -0.057
10 H 1.264 1.900 -0.070
11 H 0.212 2.102 1.432
12 H 1.089 -0.364 -1.445
13 H 2.509 -0.218 -0.391
14 H 1.594 -1.689 -0.183
15 H -1.334 2.384 -0.460
16 H 0.754 -0.348 1.446

Results
total charge: +1
2S+1: 1

Here are the Mulliken charges for atoms 1 to 2, given in e: number 1, C, carries 0.577; number 2, C, carries -0.700

***

ORCA calculation (wB97M-V/def2-TZVPD) on a cluster of 11 separate species, C58H149N11O18 in total at a distorted geometry.

Atoms and positions in Å:
1 C 4.835 -3.355 -6.962
2 O 3.501 -3.594 -6.694
3 C 3.276 -4.387 -5.532
4 C 1.874 -4.886 -5.581
5 C 1.593 -5.682 -4.337
6 N 1.360 -5.584 -6.745
7 H 5.375 -2.798 -6.160
8 H 4.829 -2.772 -7.886
9 H 5.359 -4.281 -7.202
10 H 3.997 -5.229 -5.501
11 H 3.365 -3.832 -4.578
12 H 1.196 -4.040 -5.472
13 H 0.542 -5.996 -4.318
14 H 1.789 -5.106 -3.433
15 H 2.178 -6.612 -4.289
16 H 1.794 -6.491 -6.843
17 H 1.653 -5.078 -7.569
18 C -2.480 2.242 5.203
19 O -3.142 2.429 6.428
20 C -2.300 2.037 7.501
21 C -3.098 2.466 8.730
22 C -2.196 2.232 9.841
23 N -4.405 1.899 8.887
24 H -3.226 2.540 4.470
25 H -2.138 1.205 5.050
26 H -1.622 2.923 5.104
27 H -1.999 0.971 7.454
28 H -1.365 2.647 7.455
29 H -3.234 3.555 8.622
30 H -1.945 1.161 9.921
31 H -2.623 2.582 10.770
32 H -1.271 2.757 9.607
33 H -4.323 0.902 8.895
34 H -4.843 2.036 7.979
35 C -8.063 -3.339 4.660
36 O -7.402 -2.767 3.586
37 C -7.142 -3.876 2.707
38 C -6.518 -3.340 1.440
39 C -6.220 -4.454 0.424
40 N -5.390 -2.421 1.613
41 H -8.222 -2.515 5.371
42 H -7.410 -4.098 5.132
43 H -9.024 -3.775 4.360
44 H -6.438 -4.582 3.189
45 H -8.070 -4.445 2.471
46 H -7.270 -2.715 0.940
47 H -7.110 -5.071 0.255
48 H -5.453 -5.155 0.776
49 H -5.835 -4.044 -0.510
50 H -4.709 -2.944 2.135
51 H -5.591 -1.625 2.209
52 C 3.162 1.383 4.316
53 O 3.800 0.137 4.132
54 C 4.435 0.058 2.886
55 C 4.948 -1.354 2.739
56 C 6.015 -1.596 3.800
57 N 5.355 -1.316 1.354
58 H 2.397 1.535 3.532
59 H 3.920 2.182 4.293
60 H 2.715 1.290 5.297
61 H 3.772 0.199 2.011
62 H 5.199 0.849 2.861
63 H 4.144 -2.093 2.815
64 H 6.762 -0.794 3.817
65 H 6.484 -2.576 3.799
66 H 5.450 -1.460 4.745
67 H 5.641 -2.216 0.994
68 H 6.149 -0.710 1.243
69 C -2.938 -4.876 -3.884
70 O -2.390 -5.525 -2.718
71 C -1.503 -4.655 -2.002
72 C -2.153 -3.642 -1.024
73 N -2.820 -4.271 0.105
74 C -1.826 -4.643 1.109
75 C -2.437 -5.035 2.412
76 O -3.030 -3.847 2.933
77 C -3.572 -4.088 4.220
78 H -3.474 -3.976 -3.563
79 H -3.668 -5.554 -4.309
80 H -2.212 -4.625 -4.692
81 H -0.856 -4.158 -2.746
82 H -0.865 -5.339 -1.421
83 H -2.815 -3.010 -1.615
84 H -1.337 -3.046 -0.561
85 H -3.539 -3.693 0.514
86 H -1.097 -3.825 1.264
87 H -1.232 -5.526 0.809
88 H -1.768 -5.410 3.201
89 H -3.219 -5.798 2.260
90 H -4.221 -4.979 4.185
91 H -4.151 -3.209 4.477
92 H -2.764 -4.191 4.968
93 C 4.576 0.668 -5.974
94 O 3.439 0.828 -5.105
95 C 2.159 0.593 -5.738
96 C 1.035 1.133 -4.806
97 N 0.918 2.604 -4.829
98 C -0.140 3.078 -3.904
99 C -0.333 4.548 -4.092
100 O -1.341 4.894 -3.177
101 C -1.790 6.206 -3.361
102 H 4.441 -0.302 -6.467
103 H 5.442 0.704 -5.316
104 H 4.535 1.488 -6.709
105 H 2.059 -0.484 -5.968
106 H 2.118 1.189 -6.670
107 H 1.231 0.681 -3.829
108 H 0.109 0.717 -5.242
109 H 1.788 2.954 -4.457
110 H 0.185 2.924 -2.856
111 H -1.083 2.552 -4.072
112 H -0.615 4.801 -5.118
113 H 0.655 5.018 -3.885
114 H -2.193 6.260 -4.380
115 H -1.000 6.965 -3.263
116 H -2.574 6.414 -2.622
117 C 2.354 -3.522 -0.773
118 O 1.569 -3.017 -1.818
119 C 2.145 -1.956 -2.585
120 C 2.139 -0.675 -1.725
121 N 0.817 -0.345 -1.320
122 C 0.770 0.606 -0.233
123 C -0.605 0.675 0.329
124 O -0.915 -0.656 0.757
125 C -2.160 -0.690 1.427
126 H 3.348 -3.829 -1.131
127 H 1.791 -4.391 -0.402
128 H 2.496 -2.818 0.055
129 H 1.477 -1.926 -3.444
130 H 3.174 -2.215 -2.900
131 H 2.559 0.155 -2.315
132 H 2.873 -0.879 -0.904
133 H 0.331 -1.185 -1.026
134 H 1.080 1.598 -0.597
135 H 1.329 0.325 0.686
136 H -1.379 1.022 -0.395
137 H -0.644 1.400 1.158
138 H -2.108 -0.093 2.348
139 H -2.362 -1.732 1.652
140 H -2.927 -0.309 0.751
141 C 4.292 5.428 0.654
142 O 3.219 4.511 0.374
143 C 2.774 4.002 1.655
144 C 1.628 4.868 2.224
145 N 0.325 4.465 1.656
146 C 0.138 4.764 0.253
147 C 0.152 6.213 -0.153
148 O -0.954 6.909 0.365
149 C -1.060 8.241 -0.078
150 H 5.030 4.886 1.279
151 H 3.924 6.304 1.199
152 H 4.723 5.697 -0.304
153 H 3.659 3.878 2.303
154 H 2.329 3.022 1.437
155 H 1.952 5.913 2.082
156 H 1.523 4.690 3.303
157 H -0.430 4.824 2.229
158 H -0.789 4.322 -0.097
159 H 0.932 4.270 -0.317
160 H 0.147 6.188 -1.262
161 H 1.104 6.705 0.144
162 H -1.189 8.290 -1.172
163 H -0.147 8.811 0.170
164 H -1.927 8.647 0.440
165 C 3.783 -3.902 5.563
166 O 3.041 -3.885 6.737
167 C 3.130 -2.607 7.400
168 C 2.333 -1.488 6.724
169 N 0.928 -1.862 6.678
170 C 0.055 -1.096 5.790
171 C 0.448 -1.117 4.306
172 O 0.805 -2.445 4.025
173 C 1.182 -2.578 2.641
174 H 3.713 -4.883 5.101
175 H 4.839 -3.724 5.827
176 H 3.506 -3.112 4.844
177 H 4.197 -2.348 7.313
178 H 2.856 -2.686 8.450
179 H 2.712 -1.391 5.688
180 H 2.554 -0.536 7.241
181 H 0.936 -2.806 6.310
182 H -0.072 -0.049 6.105
183 H -0.898 -1.623 5.902
184 H 1.304 -0.531 3.983
185 H -0.396 -0.815 3.661
186 H 2.034 -1.893 2.401
187 H 0.356 -2.285 1.986
188 H 1.460 -3.624 2.460
189 C 4.985 1.943 -0.408
190 O 5.724 2.970 -1.032
191 C 5.517 2.973 -2.474
192 C 4.140 3.584 -2.884
193 N 3.955 3.721 -4.325
194 C 4.856 4.617 -4.973
195 C 4.287 4.970 -6.330
196 O 5.133 5.819 -7.071
197 C 6.171 5.196 -7.789
198 H 5.269 1.964 0.657
199 H 5.260 0.951 -0.786
200 H 3.895 2.107 -0.433
201 H 5.573 1.945 -2.899
202 H 6.318 3.583 -2.921
203 H 4.038 4.573 -2.414
204 H 3.314 2.958 -2.528
205 H 4.028 2.781 -4.703
206 H 5.883 4.243 -5.069
207 H 4.886 5.538 -4.383
208 H 3.355 5.508 -6.154
209 H 4.057 4.090 -6.954
210 H 5.678 4.480 -8.447
211 H 6.854 4.658 -7.119
212 H 6.660 5.971 -8.376
213 C -9.246 2.225 -1.066
214 O -8.468 1.855 -2.153
215 C -7.952 0.552 -2.014
216 C -6.879 0.388 -3.092
217 N -6.444 -1.002 -3.223
218 C -5.554 -1.504 -2.172
219 C -4.225 -0.794 -1.983
220 O -3.418 -1.179 -3.131
221 C -2.181 -0.507 -2.972
222 H -9.681 3.214 -1.268
223 H -8.614 2.239 -0.169
224 H -10.028 1.471 -0.845
225 H -8.782 -0.156 -2.131
226 H -7.498 0.425 -1.009
227 H -6.109 1.123 -2.826
228 H -7.418 0.706 -3.993
229 H -6.061 -1.216 -4.129
230 H -5.334 -2.568 -2.389
231 H -6.121 -1.526 -1.231
232 H -3.716 -1.082 -1.046
233 H -4.310 0.306 -1.968
234 H -2.372 0.583 -3.047
235 H -1.484 -0.829 -3.756
236 H -1.778 -0.694 -1.975

Results
SMILES: COC[C@H](C)N.COC[C@H](C)N.COC[C@H](C)N.COC[C@H](C)N.COCCNCCOC.COCCNCCOC.COCCNCCOC.COCCNCCOC.COCCNCCOC.COCCNCCOC.COCCNCCOC
total charge: 0
2S+1: 1

Here are the Mulliken charges for atoms 1 to 2, given in e: number 1, C, carries -0.819; number 2, O, carries -0.324

***

What are the frontier orbital gap values for these records? In order: 0.4180 0.3264 Eh.
What are the energy values for these records? In order: -9310.4322 -115796.9598 eV.